Below is a cluster of 6 separate species, C20H52O20P4S2 in total, with properties calculated with wB97M-V/def2-TZVPD.

Gap between HOMO and LUMO ... 10.291 eV
SMILES ... COP(=O)(OC)OC.COP(=O)(OC)OC.COP(=O)(OC)OC.COP(=O)(OC)OC.O=S1(=O)CCCC1.O=S1(=O)CCCC1
HOMO ... -10.2 eV

ORCA input file:
```
! RIJCOSX wB97M-V def2-TZVPD def2/J DEFGRID3
* xyz 0 1
C -5.41 2.78 -7.45
C -6.91 2.95 -7.03
C -6.98 2.85 -5.53
S -5.89 1.37 -5.18
O -6.75 0.21 -5.50
O -5.20 1.56 -3.88
C -4.79 1.66 -6.64
H -4.82 3.65 -7.18
H -5.46 2.63 -8.53
H -7.55 2.19 -7.49
H -7.14 3.96 -7.35
H -7.91 2.95 -4.98
H -6.35 3.63 -5.09
H -4.55 0.66 -6.98
H -3.89 2.02 -6.14
C -0.70 1.06 -1.37
C -0.93 -0.44 -1.29
C 0.35 -1.09 -1.83
S 1.67 -0.23 -0.97
O 2.69 0.11 -1.95
O 2.03 -0.83 0.30
C 0.68 1.27 -0.71
H -1.37 1.73 -0.83
H -0.63 1.36 -2.41
H -1.82 -0.73 -1.84
H -1.06 -0.84 -0.28
H 0.50 -0.72 -2.84
H 0.55 -2.15 -1.68
H 1.21 2.19 -0.94
H 0.49 1.26 0.37
C 1.02 -1.51 7.94
O 0.33 -1.64 6.74
P -0.03 -0.25 5.90
O -1.07 0.59 6.65
O 1.42 0.42 5.68
C 1.40 1.81 5.40
O -0.55 -0.85 4.43
C -1.68 -1.67 4.43
H 0.44 -1.94 8.76
H 1.41 -0.52 8.19
H 1.98 -2.01 8.07
H 1.99 2.32 6.16
H 0.42 2.26 5.30
H 1.84 2.00 4.42
H -1.77 -2.13 5.41
H -1.67 -2.55 3.79
H -2.51 -1.07 4.04
C -0.02 8.38 -4.63
O 1.14 8.29 -5.43
P 1.83 6.89 -5.96
O 2.96 7.06 -6.90
O 2.12 5.98 -4.65
C 2.96 6.42 -3.65
O 0.48 6.20 -6.61
C 0.09 6.27 -7.94
H -0.99 8.43 -5.12
H 0.13 9.32 -4.08
H -0.22 7.64 -3.86
H 2.51 7.37 -3.35
H 3.89 6.67 -4.17
H 3.08 5.66 -2.87
H 0.24 5.33 -8.47
H 0.63 7.05 -8.47
H -0.95 6.59 -7.96
C 6.51 -1.34 8.33
O 7.27 -2.37 7.87
P 8.02 -2.42 6.43
O 8.43 -1.15 5.73
O 9.22 -3.47 6.82
C 8.96 -4.56 7.69
O 6.93 -3.30 5.57
C 5.98 -2.72 4.57
H 5.70 -0.98 7.70
H 7.21 -0.50 8.24
H 6.09 -1.46 9.33
H 9.47 -4.44 8.65
H 9.30 -5.53 7.33
H 7.92 -4.63 7.99
H 4.94 -2.95 4.80
H 6.38 -3.22 3.69
H 6.01 -1.65 4.38
C -5.76 -4.59 -0.68
O -4.62 -4.97 0.07
P -3.64 -6.16 -0.60
O -4.24 -7.29 -1.36
O -2.67 -6.65 0.65
C -3.05 -7.51 1.79
O -2.62 -5.26 -1.54
C -1.87 -5.83 -2.58
H -5.84 -3.50 -0.77
H -6.53 -4.86 0.04
H -5.81 -5.10 -1.65
H -4.11 -7.75 1.84
H -2.80 -7.04 2.75
H -2.56 -8.48 1.72
H -2.56 -6.12 -3.36
H -1.39 -6.74 -2.20
H -1.18 -5.25 -3.18
*
```

Below is a cluster of 2 separate species, C10H12INO3 in total, with properties calculated with wB97M-V/def2-TZVPD.

Gap between HOMO and LUMO (spin up / spin down) ... 6.283 / 6.985 eV
HOMO (spin up / spin down) ... -6.9 / -7.0 eV
Energy relative to the best compared isomer or geometry (same formula, charge and spin) ... 200.08 kJ/mol

ORCA input file:
```
! RIJCOSX wB97M-V def2-TZVPD def2/J DEFGRID3
* xyz 0 1
C -1.23 0.05 1.10
C 0.84 1.29 1.32
C -0.60 -0.92 1.91
C 1.43 0.33 2.08
C -0.45 1.20 0.67
C 0.70 -0.85 2.35
C 0.92 0.87 -2.13
C -1.46 -1.99 -1.49
C -0.77 1.99 -0.42
C -0.21 -0.03 -2.21
N -0.53 -0.90 -1.29
O 1.78 0.40 -1.14
O 1.19 1.78 -2.92
O 1.22 -1.80 3.23
I 0.12 3.80 -0.80
H -2.31 0.08 0.77
H 1.39 2.18 1.11
H -1.14 -1.89 2.03
H 2.41 0.54 2.40
H -2.10 -2.21 -0.59
H -2.02 -1.87 -2.36
H -0.90 -2.83 -1.67
H -1.75 1.74 -0.99
H -1.04 0.17 -2.90
H 0.04 -0.85 -0.47
H 2.60 0.93 -1.30
H 1.89 -1.22 3.71
*
```

Below is an isolated molecule of C2H4N4OS, with properties calculated with wB97M-V/def2-TZVPD.

Gap between HOMO and LUMO ... 9.647 eV
SMILES ... Cn1nnc(=O)n1S
HOMO ... -9.6 eV
Energy relative to the best compared isomer or geometry (same formula, charge and spin) ... 139.99 kJ/mol

ORCA input file:
```
! RIJCOSX wB97M-V def2-TZVPD def2/J DEFGRID3
* xyz 0 1
C -1.67 0.12 -0.58
C 1.42 -0.08 1.20
H -2.45 -0.60 -0.41
H -1.50 0.24 -1.65
H -1.98 1.08 -0.15
H 2.04 -0.04 -1.74
N -0.45 -0.38 0.04
N -0.55 -1.05 1.18
N 0.52 -0.94 1.87
N 0.69 0.38 0.07
O 2.54 0.23 1.48
S 1.38 1.05 -1.32
*
```

Below is a structure of composition C14H42O11PRb2, with properties calculated with wB97M-V/def2-TZVPD.

Gap between HOMO and LUMO ... 4.594 eV
HOMO ... -3.4 eV

ORCA input file:
```
! RIJCOSX wB97M-V def2-TZVPD def2/J DEFGRID3
* xyz -1 1
Rb 2.24 19.07 8.85
Rb 2.23 16.49 12.70
P 0.54 19.16 11.84
O 0.06 18.47 10.54
O 2.06 19.28 11.63
O 0.13 18.16 13.01
O -0.15 20.57 12.00
C 4.73 16.29 16.23
C 4.75 14.79 16.33
O 3.49 14.17 16.05
H 5.66 16.84 16.33
H 4.23 16.75 17.09
H 4.23 16.56 15.31
H 5.08 14.52 17.34
H 5.52 14.25 15.77
H 3.23 13.52 16.70
C 6.46 18.66 12.83
C 5.29 19.54 12.49
O 4.13 19.31 13.35
H 7.24 18.78 12.08
H 6.20 17.61 12.94
H 6.78 18.96 13.83
H 4.92 19.42 11.47
H 5.58 20.57 12.72
H 3.33 19.44 12.85
C -2.34 14.51 13.87
C -1.37 15.44 13.29
O -0.53 16.10 14.28
H -1.79 13.68 14.29
H -2.90 13.95 13.12
H -3.03 14.96 14.59
H -1.84 16.24 12.71
H -0.73 15.20 12.45
H -0.25 16.91 13.86
C 2.04 19.08 17.29
C 1.32 18.19 16.31
O 0.48 19.05 15.47
H 1.41 19.26 18.16
H 2.32 19.94 16.68
H 2.94 18.56 17.62
H 0.64 17.45 16.73
H 1.95 17.48 15.76
H 0.42 18.81 14.54
C 3.50 13.10 11.34
C 3.39 12.91 12.84
O 3.54 14.08 13.40
H 2.81 13.78 10.84
H 3.32 12.10 10.95
H 4.40 13.57 10.97
H 4.19 12.34 13.31
H 2.42 12.50 13.16
H 3.62 13.94 14.35
C 2.11 15.92 8.16
C 0.89 15.59 8.92
O 0.92 16.12 10.20
H 3.01 15.97 8.78
H 2.09 16.77 7.49
H 2.25 15.10 7.45
H 0.88 14.53 9.14
H 0.05 15.79 8.25
H 0.54 16.99 10.36
C -4.59 17.36 9.84
C -3.10 17.58 9.99
O -2.74 18.71 10.93
H -5.13 18.15 9.32
H -4.95 17.22 10.86
H -4.63 16.45 9.24
H -2.58 17.71 9.04
H -2.59 16.74 10.45
H -1.79 18.77 10.89
*
```

Below is a cluster of 2 separate species, C7H18N5 in total, with properties calculated with wB97M-V/def2-TZVPD.

Gap between HOMO and LUMO ... 9.688 eV
HOMO ... -12.4 eV
Energy relative to the best compared isomer or geometry (same formula, charge and spin) ... 364.13 kJ/mol

ORCA input file:
```
! RIJCOSX wB97M-V def2-TZVPD def2/J DEFGRID3
* xyz 1 1
C 0.68 0.92 1.14
C 3.49 1.12 -2.55
C -2.94 -0.07 0.64
C -2.30 -2.56 -0.12
C -0.58 2.25 2.78
C 2.20 0.71 -1.80
C -1.94 -1.21 0.46
N 0.40 1.63 2.03
N 1.45 0.24 0.40
N 2.47 0.79 -0.42
N -0.75 -1.09 0.88
N 0.34 -1.99 0.97
H 4.04 1.95 -2.05
H 4.30 0.31 -2.56
H 3.39 1.63 -3.58
H -2.32 0.78 0.58
H -3.72 -0.11 -0.23
H -3.36 -0.40 1.64
H -2.21 -2.60 -1.12
H -3.43 -2.78 0.13
H -1.79 -3.40 0.20
H -1.52 2.00 2.56
H -0.42 3.47 2.72
H -0.35 2.03 3.72
H 1.82 -0.24 -1.99
H 1.33 1.24 -2.09
H 2.58 1.71 -0.08
H 0.33 -2.43 1.88
H 0.42 -2.83 0.29
H 1.41 -0.95 0.50
*
```

Below is a structure of composition C11H29N3O9Sr, with properties calculated with wB97M-V/def2-TZVPD.

Gap between HOMO and LUMO ... 8.413 eV
HOMO ... -8.3 eV
Energy relative to the best compared isomer or geometry (same formula, charge and spin) ... 0.00 kJ/mol

ORCA input file:
```
! RIJCOSX wB97M-V def2-TZVPD def2/J DEFGRID3
* xyz 0 1
Sr -0.45 0.41 1.05
C 0.61 -2.89 4.22
C 0.41 -1.82 3.21
O 1.25 -0.92 3.25
O -0.49 -1.81 2.37
H 0.03 -3.81 4.24
H 0.46 -2.52 5.24
H 1.65 -3.22 4.24
C -0.44 4.38 -1.40
C -0.73 2.98 -0.90
O -1.06 2.82 0.29
O -0.73 1.98 -1.63
H -0.53 5.12 -0.61
H -1.19 4.64 -2.15
H 0.50 4.41 -1.96
C -3.06 -0.62 -1.05
O -2.12 -0.73 -0.30
N -3.05 0.19 -2.10
N -4.17 -1.21 -0.92
H -2.21 0.76 -2.17
H -3.81 0.13 -2.76
H -4.19 -1.60 0.01
H -4.97 -1.16 -1.55
C 2.40 2.66 1.45
O 1.98 1.39 1.14
C 2.79 0.68 0.26
C 2.23 -0.75 -0.09
N 0.98 -0.73 -0.84
C 0.60 -2.12 -1.22
C 1.35 -2.70 -2.45
O 1.44 -1.77 -3.49
C 0.27 -1.40 -4.21
H 3.15 2.66 2.24
H 1.57 3.23 1.88
H 2.74 3.23 0.58
H 3.83 0.58 0.58
H 2.87 1.26 -0.66
H 2.20 -1.35 0.82
H 2.99 -1.30 -0.64
H 1.24 -0.34 -1.74
H -0.44 -1.97 -1.52
H 0.51 -2.81 -0.38
H 0.88 -3.60 -2.85
H 2.33 -3.10 -2.20
H -0.19 -2.13 -4.87
H 0.63 -0.64 -4.90
H -0.36 -0.76 -3.59
O -2.87 0.61 2.34
H -3.41 1.39 2.26
H -3.49 -0.11 2.40
O -0.10 1.44 3.31
H 0.51 0.85 3.76
H -0.32 2.10 3.96
*
```

Below is a cluster of 2 separate species, C5H8O in total, with properties calculated with wB97M-V/def2-TZVPD.

Gap between HOMO and LUMO ... 9.488 eV
SMILES ... C1=C[C@H]2C[C@H]2O1.[H][H]
HOMO ... -8.3 eV
Energy relative to the best compared isomer or geometry (same formula, charge and spin) ... 394.00 kJ/mol

ORCA input file:
```
! RIJCOSX wB97M-V def2-TZVPD def2/J DEFGRID3
* xyz 0 1
C 1.37 -0.07 0.38
C 0.74 0.74 -0.67
O -0.08 -0.09 -1.51
C -1.29 -0.26 -0.89
C -1.38 0.35 0.29
C -0.02 0.81 0.60
H 0.13 -1.68 0.63
H 1.69 -1.07 0.05
H 2.08 0.34 1.09
H 1.22 1.53 -1.24
H -1.96 -0.94 -1.40
H -0.52 -1.95 0.39
H -2.25 0.38 0.95
H 0.13 1.59 1.34
*
```

Below is a structure of composition C32H36ClN7O2S3SiTi, with properties calculated with wB97M-V/def2-TZVPD.

Gap between HOMO and LUMO ... 6.834 eV
HOMO ... -12.9 eV
Energy relative to the best compared isomer or geometry (same formula, charge and spin) ... 101.62 kJ/mol

ORCA input file:
```
! RIJCOSX wB97M-V def2-TZVPD def2/J DEFGRID3
* xyz 2 1
Ti -0.05 -0.44 -0.03
C 2.22 0.99 -3.05
C 1.99 1.39 -1.62
O 1.42 0.66 -0.78
N 2.48 2.58 -1.28
C 2.37 3.14 0.06
C 1.00 3.75 0.26
C 0.84 5.13 0.31
C -0.44 5.65 0.44
C -1.50 4.76 0.50
C -1.23 3.40 0.44
N -0.01 2.89 0.33
H 2.02 -0.07 -3.17
H 3.25 1.21 -3.34
H 1.56 1.55 -3.70
H 2.86 3.17 -2.00
H 3.15 3.88 0.18
H 2.50 2.32 0.78
H 1.70 5.79 0.25
H -0.61 6.71 0.48
H -2.52 5.11 0.58
H -2.03 2.67 0.49
C 1.69 -6.35 -2.83
Si 1.88 -4.52 -3.35
C 0.35 -3.98 -4.33
C 3.48 -4.22 -4.34
C 2.13 -3.58 -1.68
C 3.03 -4.07 -0.75
C 3.10 -3.55 0.54
C 2.25 -2.52 0.88
N 1.44 -1.94 -0.02
C 1.38 -2.48 -1.26
S 0.25 -1.63 -2.24
H 1.47 -6.96 -3.69
H 0.89 -6.49 -2.11
H 2.60 -6.75 -2.38
H 0.19 -4.66 -5.17
H 0.45 -2.98 -4.74
H -0.55 -4.00 -3.72
H 3.48 -4.82 -5.25
H 4.37 -4.51 -3.78
H 3.60 -3.18 -4.64
H 3.67 -4.89 -1.03
H 3.77 -3.96 1.27
H 2.21 -2.15 1.90
S -1.24 2.32 7.25
N 0.09 1.97 6.42
C -0.24 1.57 5.20
C 0.65 1.16 4.16
C 2.04 1.14 4.32
C 2.81 0.75 3.25
C 2.18 0.36 2.07
N 0.87 0.32 1.90
C 0.09 0.75 2.93
C -1.34 0.76 2.73
N -1.80 0.35 1.54
C -3.10 0.28 1.36
C -4.04 0.63 2.33
C -3.60 1.11 3.54
C -2.22 1.17 3.76
C -1.65 1.59 5.00
N -2.30 2.00 6.09
H 2.46 1.41 5.28
H 3.89 0.75 3.32
H 2.79 0.07 1.21
H -3.43 -0.10 0.40
H -5.10 0.53 2.11
H -4.27 1.42 4.32
O -1.28 0.53 -1.12
S -2.45 -0.07 -1.92
C -3.55 1.39 -2.11
C -4.06 1.29 -3.54
C -2.82 1.06 -4.40
C -1.95 0.02 -3.69
H -2.91 2.26 -1.96
H -4.34 1.36 -1.37
H -4.57 2.20 -3.84
H -4.75 0.46 -3.63
H -2.27 1.99 -4.51
H -3.10 0.72 -5.40
H -0.89 0.26 -3.70
H -2.08 -0.98 -4.09
Cl -1.33 -2.17 0.46
*
```

Below is an isolated molecule of C3H3OP, with properties calculated with wB97M-V/def2-TZVPD.

Gap between HOMO and LUMO ... 7.737 eV
SMILES ... OP=c1cc1
HOMO ... -7.1 eV
Energy relative to the best compared isomer or geometry (same formula, charge and spin) ... 335.22 kJ/mol

ORCA input file:
```
! RIJCOSX wB97M-V def2-TZVPD def2/J DEFGRID3
* xyz 0 1
C -1.12 -1.25 -0.14
C -0.97 0.09 -0.19
C 0.22 -0.63 -0.04
O 2.56 0.77 0.01
P 2.04 -0.77 0.03
H -1.84 -2.00 0.04
H -1.16 1.03 -0.32
H 2.37 1.34 -0.87
*
```

Below is an isolated molecule of C3H7N3, with properties calculated with wB97M-V/def2-TZVPD.

Gap between HOMO and LUMO ... 7.579 eV
HOMO ... -6.7 eV
Energy relative to the best compared isomer or geometry (same formula, charge and spin) ... 360.42 kJ/mol

ORCA input file:
```
! RIJCOSX wB97M-V def2-TZVPD def2/J DEFGRID3
* xyz 0 1
C -0.37 0.66 -1.56
C -0.56 -0.67 -1.11
C 0.25 1.62 -0.86
N -0.18 -0.98 0.13
N 0.38 -0.15 0.93
N 0.74 -0.70 2.15
H -0.81 0.89 -2.53
H -1.07 -1.42 -1.68
H 0.30 2.61 -1.29
H 0.78 1.48 0.05
H -0.38 -1.94 0.46
H 0.11 -1.44 2.48
H 0.81 0.04 2.83
*
```